The following is a DFT calculation (ωB97M-V with the def2-TZVPD basis set) of an isolated molecule of C21H23N3O6S.

Element x y z (Å)
C: -5.87 -1.88 1.55
C: -4.70 -1.44 0.72
C: -3.85 -0.43 1.17
C: -2.76 -0.04 0.43
C: -2.51 -0.66 -0.78
C: -3.34 -1.65 -1.26
C: -4.43 -2.04 -0.51
H: -5.09 -2.81 -0.88
H: -3.13 -2.10 -2.22
S: -1.10 -0.19 -1.78
O: -0.27 0.75 -1.08
O: -1.59 0.20 -3.07
N: -0.18 -1.60 -2.01
H: -0.73 -2.40 -1.75
C: 1.06 -1.54 -1.26
C: 0.74 -1.27 0.20
O: -0.32 -1.68 0.66
N: 1.63 -0.58 0.94
C: 1.28 -0.22 2.30
H: 0.36 -0.74 2.56
H: 2.07 -0.52 2.99
C: 1.07 1.30 2.45
O: 1.55 1.93 3.37
N: 0.30 1.82 1.49
H: 0.04 1.26 0.67
C: 0.09 3.25 1.32
C: 0.27 3.60 -0.11
C: 1.39 3.78 -0.87
C: 0.93 3.96 -2.20
C: -0.42 3.87 -2.15
O: -0.83 3.65 -0.89
H: -1.17 3.92 -2.91
H: 1.54 4.13 -3.07
H: 2.40 3.80 -0.53
H: -0.92 3.52 1.64
H: 0.82 3.76 1.96
C: 2.86 -0.01 0.41
C: 3.82 -1.07 -0.03
C: 4.39 -2.11 0.64
C: 5.20 -2.80 -0.30
C: 5.06 -2.12 -1.47
O: 4.22 -1.08 -1.32
H: 5.48 -2.27 -2.45
H: 5.80 -3.67 -0.13
H: 4.26 -2.36 1.67
H: 3.31 0.58 1.22
H: 2.65 0.66 -0.43
H: 1.66 -0.75 -1.71
H: 1.59 -2.50 -1.37
H: -2.10 0.74 0.77
H: -4.05 0.04 2.12
H: -5.55 -2.66 2.24
H: -6.26 -1.05 2.13
H: -6.66 -2.29 0.92

Properties
LUMO ... 0.5524 eV
Kohn-Sham gap ... 0.3287 Eh
E_tot ... -49739.984 eV
Energy above the lowest of the compared OMol25 structures with the same formula, charge and spin ... 3.5827 eV
SMILES ... Cc1ccc(S(=O)(=O)NCC(=O)N(CC(=O)NCc2ccco2)Cc2ccco2)cc1

Atom charges from the Löwdin analysis, given in e for atoms 1 to 2: number 1, C, carries -0.05; number 2, C, carries -0.26

The following is a DFT calculation (ωB97M-V with the def2-TZVPD basis set) of an isolated molecule of C21H23N3O6S2 in a non-equilibrium geometry.

Element x y z (Å)
C: -6.64 -3.33 -1.64
H: -5.61 -3.13 -1.92
H: -6.79 -4.41 -1.62
H: -7.30 -2.90 -2.40
C: -6.97 -2.74 -0.28
H: -8.02 -2.93 -0.03
H: -6.35 -3.18 0.51
O: -6.87 -1.33 -0.26
C: -5.65 -0.73 -0.24
C: -5.67 0.66 -0.35
C: -4.48 1.35 -0.31
C: -3.24 0.69 -0.16
C: -3.23 -0.70 -0.05
C: -4.42 -1.39 -0.09
H: -4.39 -2.47 0.00
H: -2.29 -1.21 0.06
N: -2.15 1.50 -0.15
C: -2.47 2.73 -0.27
N: -1.61 3.80 -0.30
C: -0.24 3.79 -0.18
O: 0.39 4.79 -0.45
C: 0.37 2.53 0.32
C: 0.04 2.03 1.57
C: 0.64 0.88 2.06
C: 1.59 0.21 1.30
C: 1.92 0.72 0.04
C: 1.33 1.87 -0.44
H: 1.63 2.23 -1.41
S: 3.13 -0.15 -0.95
O: 3.34 0.61 -2.15
O: 2.75 -1.52 -1.08
N: 4.46 -0.05 0.07
C: 5.31 1.10 -0.16
H: 4.66 1.94 -0.43
C: 6.32 0.82 -1.27
H: 7.05 1.63 -1.34
O: 7.07 -0.35 -0.99
C: 6.22 -1.47 -0.87
C: 5.21 -1.27 0.27
H: 4.50 -2.09 0.30
H: 5.73 -1.19 1.23
H: 6.87 -2.32 -0.67
H: 5.67 -1.63 -1.80
H: 5.78 0.72 -2.22
H: 5.82 1.33 0.78
O: 2.25 -0.91 1.67
C: 1.93 -1.50 2.91
H: 2.55 -2.39 2.97
H: 2.16 -0.84 3.75
H: 0.88 -1.79 2.96
H: 0.36 0.52 3.04
H: -0.70 2.54 2.18
H: -2.01 4.69 -0.58
S: -4.22 3.07 -0.44
H: -6.62 1.16 -0.46

Properties
LUMO ... 0.4576 eV
Kohn-Sham gap ... 0.3139 Eh
E_tot ... -60575.308 eV
Energy above the lowest of the compared OMol25 structures with the same formula, charge and spin ... 1.6745 eV
SMILES ... CCOc1ccc2nc(NC(=O)c3ccc(OC)c(S(=O)(=O)N4CCOCC4)c3)sc2c1

Atom charges from the Löwdin analysis, given in e for atoms 1 to 2: number 1, C, carries -0.06; number 2, H, carries 0.07

The following is a DFT calculation (ωB97M-V with the def2-TZVPD basis set) of a structure of composition C21H23N3OPtS in a non-equilibrium geometry.

Element x y z (Å)
Pt: 0.51 -0.90 -0.19
C: 1.70 -2.55 -2.68
C: 2.55 -1.36 -2.46
C: 3.62 -1.04 -3.33
C: 4.41 0.07 -3.08
C: 4.14 0.86 -1.97
C: 3.07 0.53 -1.14
N: 2.30 -0.56 -1.42
C: 2.72 1.25 0.07
C: 3.41 2.37 0.60
C: 2.99 2.88 1.82
C: 1.96 2.27 2.52
C: 1.33 1.13 1.95
N: 1.70 0.72 0.75
C: 0.41 0.23 2.63
C: -0.08 0.43 3.92
C: -0.80 -0.59 4.53
C: -0.99 -1.79 3.88
C: -0.47 -1.96 2.58
C: -0.55 -3.28 1.89
N: 0.14 -0.94 1.98
H: 2.26 -3.46 -2.43
H: 1.41 -2.66 -3.73
H: 0.78 -2.53 -2.07
H: 3.81 -1.67 -4.19
H: 5.22 0.32 -3.75
H: 4.76 1.72 -1.75
H: 4.24 2.81 0.08
H: 3.49 3.74 2.25
H: 1.67 2.64 3.49
H: 0.12 1.35 4.46
H: -1.18 -0.44 5.54
H: -1.50 -2.61 4.35
H: -1.58 -3.65 1.82
H: -0.02 -4.03 2.48
H: -0.09 -3.25 0.90
O: -1.54 -0.15 -1.07
S: -2.79 0.55 -0.56
C: -4.27 -0.38 -1.21
C: -5.30 0.70 -1.45
C: -4.65 2.10 -1.58
C: -3.14 1.99 -1.64
H: -4.58 -1.14 -0.50
H: -3.91 -0.86 -2.12
H: -6.06 0.71 -0.67
H: -5.87 0.45 -2.35
H: -4.95 2.74 -0.75
H: -5.02 2.65 -2.45
H: -2.62 2.88 -1.28
H: -2.76 1.72 -2.63

Properties
LUMO (alpha / beta) ... -13.0536 / -16.5145 eV
Charge ... +4
Kohn-Sham gap (alpha / beta) ... 0.3058 / 0.1690 Eh
E_tot ... -42703.312 eV
Spin multiplicity ... 5

Atom charges from the Löwdin analysis, given in e for atoms 1 to 2: number 1, Pt, carries 1.27; number 2, C, carries 0.02

The following is a DFT calculation (ωB97M-V with the def2-TZVPD basis set) of a structure of composition C21H23N4O11V in a non-equilibrium geometry.

Element x y z (Å)
O: -1.14 7.11 -7.71
V: -1.57 5.65 -8.28
O: -0.66 5.29 -9.58
C: -0.10 3.62 -2.76
C: -1.51 3.21 -3.17
O: -1.55 2.86 -4.51
H: 0.07 4.60 -3.21
H: 0.73 2.99 -3.10
H: 0.05 3.71 -1.69
H: -2.28 3.98 -3.14
H: -2.06 2.41 -2.68
C: 1.14 8.26 1.75
N: 2.45 8.47 1.07
O: 2.43 8.85 -0.07
O: 3.47 8.12 1.61
H: 1.37 7.72 2.67
H: 0.54 7.56 1.16
H: 0.68 9.23 1.95
C: 5.38 -2.91 -4.57
C: 5.04 -4.05 -5.33
C: 3.71 -4.24 -5.74
C: 2.70 -3.43 -5.30
C: 3.08 -2.26 -4.51
C: 4.40 -2.03 -4.16
N: 1.29 -3.65 -5.61
O: 1.05 -4.78 -5.73
O: 0.44 -2.81 -5.78
H: 6.41 -2.90 -4.25
H: 5.82 -4.74 -5.63
H: 3.44 -5.15 -6.27
H: 2.29 -1.56 -4.26
H: 4.60 -1.12 -3.62
C: 1.33 -2.70 6.98
C: 0.51 -1.53 7.12
C: 0.58 -0.45 6.21
C: 1.54 -0.59 5.16
C: 2.24 -1.81 4.94
C: 2.14 -2.82 5.88
N: 1.76 0.53 4.24
O: 2.47 0.30 3.29
O: 1.01 1.47 4.26
H: 1.31 -3.50 7.71
H: -0.15 -1.43 7.97
H: -0.21 0.29 6.21
H: 2.93 -2.07 4.16
H: 2.79 -3.68 5.81
C: -5.52 -2.48 4.05
C: -4.66 -3.56 3.66
C: -4.44 -3.87 2.29
C: -5.01 -3.10 1.36
C: -5.85 -2.00 1.70
C: -6.04 -1.70 3.05
N: -4.68 -3.31 -0.08
O: -3.96 -4.27 -0.37
O: -5.01 -2.49 -0.93
H: -5.69 -2.19 5.08
H: -4.21 -4.08 4.49
H: -3.76 -4.69 2.10
H: -6.45 -1.48 0.97
H: -6.66 -0.82 3.13

Properties
LUMO ... -3.7964 eV
Kohn-Sham gap ... 0.1183 Eh
E_tot ... -76299.633 eV

Atom charges from the Löwdin analysis, given in e for atoms 1 to 2: number 1, O, carries -0.39; number 2, V, carries 1.08

The following is a DFT calculation (ωB97M-V with the def2-TZVPD basis set) of a structure of composition C21H24AgBrNO5 in a non-equilibrium geometry.

Element x y z (Å)
Ag: -0.42 2.27 -0.36
C: -0.34 -5.15 2.91
C: -1.33 -4.65 1.85
C: -2.70 -4.51 2.52
C: -1.46 -5.69 0.73
C: -0.84 -3.33 1.26
C: -1.58 -2.17 1.36
C: -1.10 -1.00 0.81
Br: -2.22 0.57 0.99
C: 0.14 -0.85 0.14
O: 0.52 0.26 -0.33
C: 0.90 -2.07 0.06
C: 0.39 -3.23 0.61
C: 2.27 -2.13 -0.63
C: 2.75 -0.80 -1.21
C: 3.33 -2.59 0.39
C: 2.22 -3.14 -1.79
H: -0.71 -6.07 3.36
H: -0.22 -4.40 3.69
H: 0.64 -5.35 2.48
H: -3.00 -5.48 2.91
H: -3.45 -4.19 1.80
H: -2.67 -3.81 3.34
H: -1.85 -6.63 1.14
H: -0.49 -5.90 0.27
H: -2.13 -5.33 -0.04
H: -2.54 -2.15 1.84
H: 1.00 -4.13 0.53
H: 2.84 -0.05 -0.43
H: 2.06 -0.43 -1.96
H: 3.73 -0.95 -1.67
H: 3.40 -1.87 1.20
H: 4.31 -2.65 -0.10
H: 3.10 -3.57 0.81
H: 1.49 -2.81 -2.53
H: 1.94 -4.14 -1.46
H: 3.19 -3.20 -2.27
O: 1.10 3.79 -1.51
C: 1.00 4.98 -1.76
C: -0.06 5.89 -1.44
C: 0.06 7.22 -1.84
C: -0.92 8.16 -1.58
C: -2.08 7.77 -0.88
C: -2.24 6.48 -0.48
C: -1.25 5.46 -0.73
O: -1.45 4.29 -0.33
N: -0.76 9.49 -1.99
O: 0.26 9.81 -2.60
O: -1.65 10.30 -1.74
H: 1.84 5.47 -2.31
H: 0.95 7.53 -2.38
H: -2.83 8.52 -0.69
H: -3.13 6.17 0.05

Properties
LUMO ... 2.3022 eV
Charge ... -1
Kohn-Sham gap ... 0.2518 Eh
E_tot ... -107935.938 eV
Energy above the lowest of the compared OMol25 structures with the same formula, charge and spin ... 0.0000 eV

Atom charges from the Löwdin analysis, given in e for atoms 1 to 2: number 1, Ag, carries 0.67; number 2, C, carries -0.05

The following is a DFT calculation (ωB97M-V with the def2-TZVPD basis set) of a structure of composition C21H24BClIrN8OS.

Element x y z (Å)
Ir: -0.29 0.08 -0.99
C: 0.12 -0.30 3.41
C: -0.46 -0.66 2.19
N: -0.02 0.13 1.21
N: 0.85 1.00 1.77
C: 0.95 0.74 3.10
B: 1.57 1.99 0.85
N: 0.60 2.84 0.00
C: 0.51 4.18 -0.14
C: -0.44 4.47 -1.09
C: -0.89 3.22 -1.52
N: -0.25 2.25 -0.86
N: 2.53 1.19 -0.07
C: 3.87 1.01 -0.16
C: 4.13 0.16 -1.21
C: 2.88 -0.15 -1.73
N: 1.92 0.46 -1.04
N: 2.32 3.05 1.77
C: 3.51 3.53 1.81
C: 3.54 4.54 2.88
C: 2.23 4.53 3.39
N: 1.47 3.68 2.75
H: -0.04 -0.75 4.37
H: -1.16 -1.45 1.96
H: 1.61 1.30 3.74
H: 1.11 4.86 0.44
H: -0.76 5.44 -1.42
H: -1.62 2.97 -2.27
H: 4.56 1.43 0.54
H: 5.10 -0.18 -1.54
H: 2.63 -0.79 -2.56
H: 4.29 3.26 1.13
H: 4.39 5.15 3.16
H: 1.81 5.13 4.19
C: -4.67 -0.50 -2.55
S: -3.69 -1.08 -1.20
C: -4.51 -0.23 0.13
O: -2.35 -0.36 -1.37
H: -5.67 -0.92 -2.44
H: -4.22 -0.87 -3.46
H: -4.70 0.59 -2.53
H: -5.53 -0.61 0.20
H: -4.49 0.84 -0.07
H: -3.98 -0.46 1.05
Cl: -2.25 -7.74 -0.71
C: -1.47 -6.23 -0.91
C: -0.64 -5.74 0.11
C: -0.02 -4.53 -0.05
C: -0.20 -3.76 -1.23
C: 0.42 -2.53 -1.39
C: -1.06 -4.29 -2.24
C: -1.68 -5.50 -2.08
H: -0.50 -6.33 1.00
H: 0.63 -4.16 0.73
H: 0.39 -2.05 -2.37
H: 1.18 -2.23 -0.67
H: -1.21 -3.72 -3.15
H: -2.32 -5.91 -2.85

Properties
LUMO (alpha / beta) ... -5.5006 / -9.7461 eV
Charge ... +2
Kohn-Sham gap (alpha / beta) ... 0.2255 / 0.1505 Eh
E_tot ... -62989.426 eV
Energy above the lowest of the compared OMol25 structures with the same formula, charge and spin ... 0.9458 eV
Spin multiplicity ... 6

Atom charges from the Löwdin analysis, given in e for atoms 1 to 2: number 1, Ir, carries 1.28; number 2, C, carries -0.02

The following is a DFT calculation (ωB97M-V with the def2-TZVPD basis set) of a structure of composition C21H24BCuN8S3.

Element x y z (Å)
Cu: -0.14 0.05 1.93
N: 3.68 -1.26 1.17
C: 4.10 0.05 1.36
C: 5.34 0.66 1.23
C: 5.39 2.01 1.52
C: 4.25 2.72 1.92
C: 3.02 2.11 2.04
C: 2.95 0.75 1.75
N: 1.87 -0.13 1.79
C: 2.35 -1.29 1.44
C: 1.48 -2.47 1.41
C: 1.80 -3.77 1.21
S: 0.41 -4.74 1.42
C: -0.51 -3.34 1.75
N: 0.16 -2.23 1.71
H: 4.25 -2.03 0.88
H: 6.22 0.11 0.92
H: 6.33 2.53 1.43
H: 4.34 3.78 2.14
H: 2.13 2.65 2.34
H: 2.76 -4.21 0.98
H: -1.56 -3.40 1.99
C: -2.96 -4.45 -1.23
N: -2.54 -3.18 -1.79
C: -1.89 -3.03 -2.96
C: -1.67 -1.68 -3.13
N: -2.18 -1.01 -2.08
B: -2.24 0.60 -1.93
N: -0.83 1.17 -2.20
C: -0.26 1.29 -3.46
C: 0.90 1.95 -3.35
N: 1.05 2.26 -2.01
C: 2.16 2.99 -1.43
C: -0.02 1.79 -1.31
S: -0.23 2.06 0.35
C: -2.74 -1.93 -1.23
S: -3.54 -1.66 0.20
H: -3.26 -5.11 -2.04
H: -3.80 -4.28 -0.56
H: -2.14 -4.90 -0.67
H: -1.63 -3.86 -3.59
H: -1.19 -1.18 -3.95
H: -3.00 0.99 -2.78
H: -2.59 0.83 -0.81
H: -0.76 0.95 -4.35
H: 1.62 2.26 -4.09
H: 2.75 3.41 -2.23
H: 2.78 2.33 -0.82
H: 1.78 3.78 -0.79
C: -3.98 3.07 1.90
C: -4.18 1.63 2.39
C: -2.89 0.95 2.54
N: -1.84 0.51 2.69
H: -4.95 3.52 1.71
H: -3.39 3.08 0.99
H: -3.46 3.66 2.65
H: -4.77 1.06 1.67
H: -4.70 1.59 3.35

Properties
LUMO (alpha / beta) ... -2.4031 / -5.4146 eV
Charge ... +1
Kohn-Sham gap (alpha / beta) ... 0.2566 / 0.1459 Eh
E_tot ... -111906.594 eV
Energy above the lowest of the compared OMol25 structures with the same formula, charge and spin ... 1.4923 eV
Spin multiplicity ... 2

Atom charges from the Löwdin analysis, given in e for atoms 1 to 2: number 1, Cu, carries 0.16; number 2, N, carries 0.19

The following is a DFT calculation (ωB97M-V with the def2-TZVPD basis set) of a structure of composition C21H24BrN4O2PPdS.

Element x y z (Å)
Pd: 0.40 0.01 -0.19
S: 0.14 -4.44 -0.69
C: -1.18 -3.78 -1.62
C: -2.16 -4.45 -2.34
C: -3.11 -3.69 -2.99
C: -3.09 -2.29 -2.93
C: -2.11 -1.63 -2.22
C: -1.15 -2.38 -1.56
N: -0.11 -1.90 -0.79
C: 0.62 -2.84 -0.27
C: 1.66 -2.41 0.64
C: 2.54 -3.24 1.33
C: 3.45 -2.67 2.21
C: 3.47 -1.30 2.41
C: 2.59 -0.46 1.72
C: 1.68 -1.02 0.84
H: -2.17 -5.53 -2.40
H: -3.88 -4.19 -3.57
H: -3.84 -1.73 -3.48
H: -2.07 -0.54 -2.20
H: 2.53 -4.31 1.17
H: 4.15 -3.31 2.74
H: 4.19 -0.86 3.09
H: 2.63 0.61 1.88
C: 3.19 1.84 -5.32
C: 2.72 2.10 -3.91
C: 3.18 3.17 -3.16
C: 2.73 3.36 -1.86
C: 1.83 2.44 -1.39
Br: 1.16 2.52 0.42
N: 1.35 1.42 -2.06
C: 1.80 1.25 -3.31
H: 3.81 2.66 -5.68
H: 2.35 1.73 -5.99
H: 3.78 0.93 -5.37
H: 3.89 3.87 -3.59
H: 3.08 4.18 -1.25
H: 1.40 0.40 -3.84
N: -4.83 -1.02 1.77
C: -3.74 -2.01 2.07
P: -2.39 -0.91 2.75
O: -3.19 0.09 3.50
O: -1.39 -0.58 1.69
C: -1.38 -2.00 3.88
N: 0.02 -1.49 3.77
H: -4.64 -0.51 0.91
H: -4.78 -0.33 2.55
H: -5.76 -1.44 1.69
H: -3.49 -2.59 1.18
H: -4.12 -2.67 2.85
H: -1.38 -3.03 3.51
H: -1.70 -1.99 4.92
H: 0.72 -2.12 4.17
H: 0.11 -0.59 4.24
H: 0.22 -1.32 2.77

Properties
LUMO (alpha / beta) ... -5.7147 / -5.7156 eV
Charge ... +2
Kohn-Sham gap (alpha / beta) ... 0.2976 / 0.2976 Eh
E_tot ... -125856.370 eV
Energy above the lowest of the compared OMol25 structures with the same formula, charge and spin ... 0.1249 eV

Atom charges from the Löwdin analysis, given in e for atoms 1 to 2: number 1, Pd, carries 0.76; number 2, S, carries 1.17

no.,M (Da)
1,445.5
2,477.6
3,560.6
4,558.4
5,558.2
6,675.0
7,559.0
8,613.8